Entry from the Open Molecules 2025 dataset: a molecular structure, C39H21BCl76FNO6 (ωB97M-V/def2-TZVPD).

CARTESIAN COORDINATES (ANGSTROEM)
Cl -3.942 12.187 -0.090
Cl 2.161 3.296 -2.753
Cl 11.300 3.626 1.883
Cl -2.462 1.594 -7.944
Cl -2.585 3.317 -5.610
Cl 5.016 -3.594 8.953
Cl 7.008 7.435 -1.733
Cl 2.459 -0.655 5.503
Cl 2.551 -2.229 -3.553
Cl 4.346 -3.196 -1.486
Cl -3.935 9.088 -5.660
Cl 2.478 1.531 0.503
Cl -0.310 4.755 -3.183
Cl 3.388 4.290 0.611
Cl -6.369 10.400 -6.540
Cl -2.319 9.920 0.700
Cl 3.612 -0.390 -1.573
Cl 10.853 2.683 -4.392
Cl -5.404 10.797 -3.832
Cl 3.230 -8.565 -1.570
Cl 8.990 3.945 -6.224
Cl 10.062 1.317 -6.827
Cl -6.842 -5.269 -2.931
Cl 7.669 4.870 -0.552
Cl 1.652 -2.325 7.731
Cl 5.233 5.168 -2.097
Cl 0.575 -10.716 -2.472
Cl -6.687 9.947 2.728
Cl 5.360 -1.496 -3.608
Cl 9.358 2.065 0.397
Cl -4.335 -4.704 -4.281
Cl 7.332 -3.578 4.963
Cl -9.380 10.281 1.702
Cl 0.537 -8.547 -4.397
Cl 3.943 -3.181 4.431
Cl 11.909 0.892 1.129
Cl -2.099 5.985 -0.869
Cl 5.305 2.140 0.269
Cl 1.004 -9.135 0.203
Cl -0.314 -1.469 5.778
Cl -3.100 0.466 -5.339
Cl 0.828 0.454 7.627
Cl 8.833 -5.632 3.568
Cl -3.029 8.456 -2.071
Cl 2.957 -3.689 1.748
Cl 2.694 -4.621 10.358
Cl 5.479 -4.836 2.612
Cl -1.580 12.595 1.547
Cl -1.858 -9.194 -2.894
Cl 2.986 -5.826 3.715
Cl 4.821 1.190 8.431
Cl -1.302 11.825 -1.237
Cl 2.576 -6.723 0.574
Cl 9.811 -2.900 3.618
Cl -0.905 -11.003 -4.951
Cl 9.864 -4.505 6.034
Cl -4.032 5.911 -3.032
Cl -4.820 6.886 -0.415
Cl 7.808 5.220 -3.429
Cl 5.839 -0.248 6.125
Cl 11.795 2.965 -0.897
Cl 0.310 3.690 -0.551
Cl -0.376 1.892 -2.712
Cl 8.157 1.645 -4.663
Cl 4.062 2.017 5.755
Cl 3.727 -9.314 1.189
Cl 5.348 -5.562 11.059
Cl 6.777 2.439 6.689
Cl -5.021 2.173 -6.700
Cl 3.950 2.484 2.812
Cl -4.501 -6.895 -2.381
Cl -5.842 -7.094 -4.948
Cl -7.099 10.755 -0.027
Cl -7.692 12.602 2.130
Cl 4.548 -2.852 11.719
Cl -6.503 8.230 -4.619
F -7.754 -2.818 -1.067
O -3.288 0.684 -1.887
O 0.165 -3.764 4.055
O -6.776 -0.498 0.389
O -2.183 -4.619 3.944
O -0.642 -5.008 1.989
O -3.978 1.026 3.704
N -4.852 0.482 1.449
C -4.953 -1.906 1.621
C 0.446 3.410 -2.302
C 11.091 2.387 0.628
C -4.987 -3.413 1.265
C -3.572 -1.983 -4.844
C -4.027 -4.343 2.096
C -5.553 9.628 -5.163
C -5.916 -3.957 0.093
C -5.380 -5.990 -3.635
C -2.286 11.632 0.230
C -3.292 1.888 -6.399
C -3.495 6.810 -1.597
C -0.413 -9.866 -3.678
C 3.779 2.613 1.048
C 1.157 -0.999 6.660
C -1.101 -3.000 -5.392
C 5.375 1.350 6.750
C -1.516 -1.324 -3.291
C -0.558 -2.204 -4.168
C -7.455 -3.522 0.186
C -3.154 0.220 -0.514
C -5.710 -0.632 1.023
C -2.611 -2.888 -5.727
C -4.030 -0.219 -2.733
C -4.021 -1.333 2.737
C 3.968 -1.828 -2.555
C -4.254 0.254 2.763
C -4.041 1.188 0.420
C 4.402 -4.157 10.522
C 6.930 5.674 -1.953
C 3.841 -4.384 3.127
C -3.030 -1.167 -3.605
C 8.960 -4.154 4.546
C -7.715 10.896 1.633
C -3.089 -3.759 3.216
C -1.608 0.280 0.016
C 2.633 -8.434 0.099
C -3.067 -2.224 3.564
C 9.516 2.397 -5.526
B -0.870 -4.452 3.305
H -4.675 -1.971 -5.161
H -1.220 -0.806 0.081
H -3.451 -0.882 -0.481
H -5.900 -5.112 0.183
H -4.843 -0.827 -2.192
H 0.155 -4.579 1.610
H -1.638 0.767 1.062
H -0.380 -3.641 -6.023
H -2.381 -1.771 4.349
H -3.411 2.026 0.908
H -5.465 -3.745 -0.950
H -3.977 -5.470 1.866
H -4.589 0.416 -3.520
H -1.018 0.892 -0.746
H -1.054 -0.776 -2.399
H -7.649 -2.770 1.037
H 0.561 -2.239 -3.885
H -0.063 -2.808 4.174
H -8.192 -4.406 0.205
H -4.772 1.736 -0.287
H -2.985 -3.487 -6.630

Its frontier orbital gap is 0.2863 Eh. For the max |F|, the calculation gives 4.65 eV Å⁻¹. The calculation puts the total energy at -37103.67493 Ha. As for the HOMO energy: -0.3228 hartree. Its total charge is 0. For the LUMO energy, the calculation gives -1.00 eV.

These are the Löwdin partial charges, in e, on atoms 1 to 99: 0.493, 0.516, 0.519, 0.521, 0.493, 0.496, 0.527, 0.471, 0.594, 0.514, 0.506, 0.467, 0.505, 0.498, 0.519, 0.492, 0.482, 0.501, 0.495, 0.508, 0.499, 0.522, 0.564, 0.488, 0.529, 0.486, 0.480, 0.513, 0.527, 0.489, 0.609, 0.465, 0.518, 0.511, 0.488, 0.517, 0.481, 0.505, 0.498, 0.637, 0.714, 0.544, 0.512, 0.476, 0.511, 0.505, 0.502, 0.522, 0.496, 0.543, 0.527, 0.515, 0.487, 0.519, 0.520, 0.523, 0.504, 0.523, 0.494, 0.493, 0.504, 0.485, 0.601, 0.505, 0.449, 0.526, 0.519, 0.534, 0.519, 0.499, 0.498, 0.525, 0.484, 0.513, 0.516, 0.508, -0.157, -0.189, 0.021, 0.094, 0.058, 0.116, 0.087, -0.021, 0.010, -1.952, -2.023, -0.080, -0.219, 0.094, -2.025, -0.156, -1.987, -2.018, -1.946, -1.996, -2.014, -1.969, -1.948


Entry from the Open Molecules 2025 dataset: a molecular structure, C39H22Cl10F5N2O2PTeTi (ωB97M-V/def2-TZVPD).

CARTESIAN COORDINATES (ANGSTROEM)
Te -1.569 -0.145 -2.486
Ti -0.724 -1.121 0.057
Cl -7.130 -2.574 -1.056
Cl 0.204 -6.300 2.441
Cl 3.262 -4.783 -1.721
Cl 2.507 -6.900 0.434
Cl -1.288 -3.565 2.321
Cl 1.730 -2.062 -1.812
Cl -7.549 0.460 -1.629
Cl -5.256 2.473 -1.004
Cl -2.427 1.358 -0.069
Cl -4.354 -3.578 0.045
P 2.564 0.326 -0.185
F -1.443 -2.323 -1.675
F -0.642 1.273 -3.468
F -2.597 -0.645 -4.255
F -2.944 1.535 -2.814
F -0.282 -1.091 -3.609
O -2.438 -1.460 0.420
O -0.151 0.031 -1.155
N 3.044 1.777 0.711
N 1.317 2.584 -0.483
C 1.457 -0.538 3.833
C 4.555 1.815 -4.099
C -2.904 0.983 5.218
C 0.362 -2.865 0.326
C 3.387 0.806 -1.775
C 2.273 2.871 0.404
C 1.699 -5.379 0.394
C -1.582 0.752 5.471
C -4.609 -1.933 -0.380
C 5.563 -2.509 0.380
C -2.582 0.232 2.953
C 4.755 1.078 -1.819
C 2.613 1.046 -2.906
C 1.380 -3.203 -0.578
C 5.320 -1.320 2.443
C -6.022 -0.108 -1.078
C 0.512 4.811 -0.355
C 0.020 -3.877 1.236
C 5.337 1.571 -2.976
C -0.706 0.274 4.468
C -4.988 0.793 -0.836
C 2.045 -4.423 -0.556
C 0.450 3.518 -0.850
C -5.831 -1.471 -0.843
C -0.316 -0.506 2.127
C 1.533 5.129 0.535
C -3.757 0.323 -0.410
C 0.644 0.013 4.777
C 2.437 4.159 0.929
C 0.973 -0.796 2.537
C -3.541 -1.053 -0.149
C 4.605 -1.695 -0.206
C -3.406 0.716 3.936
C 0.669 -5.104 1.290
C 4.344 -0.524 1.861
C 5.927 -2.325 1.705
C 3.973 -0.685 0.522
C -1.196 0.009 3.148
C 3.195 1.551 -4.061
H -3.029 -0.020 2.013
H 6.402 1.770 -3.000
H -4.454 0.879 3.716
H 1.631 6.139 0.914
H 3.918 1.906 1.191
H 3.251 4.377 1.609
H 6.018 -3.302 -0.200
H 5.374 0.900 -0.948
H -1.183 0.915 6.467
H 1.008 0.225 5.777
H 1.657 -1.293 1.860
H 5.013 2.219 -4.994
H -3.562 1.345 5.999
H -0.206 5.555 -0.671
H 1.548 0.849 -2.880
H 4.355 -1.842 -1.246
H -0.295 3.216 -1.582
H 3.853 0.230 2.463
H 6.680 -2.958 2.160
H 2.479 -0.804 4.082
H 2.574 1.742 -4.927
H 5.593 -1.164 3.480

Its frontier orbital gap is 0.2502 Eh. For the relative energy (zero: lowest compared OMol25 entry of this formula, charge and spin), the calculation gives 3.163 eV. For the max |F|, the calculation gives 8.28 eV Å⁻¹. The calculation puts the total energy at -8319.68034 Ha. As for the HOMO energy: -0.1110 hartree. Its total charge is -2. For the LUMO energy, the calculation gives 3.79 eV.

Here is what Löwdin gives for the atomic charges, in e: 1.895, 0.842, 0.662, 0.646, 0.673, 0.646, 0.746, 0.822, 0.650, 0.710, 0.832, 0.734, 1.073, -0.521, -0.471, -0.587, -0.636, -0.508, -0.303, -0.821, -0.109, 0.088, -0.089, -0.110, -0.111, -0.254, -0.350, -0.391, -0.708, -0.065, -0.590, -0.093, -0.054, -0.107, -0.089, -0.635, -0.100, -0.698, -0.087, -0.653, -0.108, -0.178, -0.693, -0.690, -0.114, -0.693, -0.146, -0.103, -0.619, -0.059, -0.034, -0.164, -0.471, -0.130, -0.086, -0.704, -0.129, -0.109, -0.352, -0.164, -0.069, 0.054, 0.089, 0.098, 0.094, 0.087, 0.095, 0.095, 0.097, 0.098, 0.099, 0.052, 0.089, 0.089, 0.091, 0.069, 0.070, 0.109, 0.081, 0.091, 0.089, 0.107, 0.095